Run w
C6H10N | ωB97M-V with the def2-TZVPD basis set

Summary:
Charge: +1

Structure (XYZ):
```
17
Properties=species:S:1:pos:R:3:mulliken_charge:R:1
C -4.15001 0.46742 -0.17847 -0.09
C -3.06354 0.27418 0.30331 -0.22
C 0.15622 -0.05102 1.06185 0.15
C 2.15080 0.86107 -0.28451 -0.83
C -0.45010 -1.37372 -1.08207 -0.75
C 1.68637 0.38437 1.07887 -0.47
N -0.34923 -0.80279 0.18506 -0.05
H -5.00052 1.15878 -0.12690 0.29
H -0.40562 0.25860 2.02378 0.35
H 1.64902 0.26115 -1.15339 0.18
H 2.13311 1.96493 -0.48844 0.29
H 3.16854 0.54414 -0.47322 0.31
H -0.53400 -0.45982 -1.76270 0.43
H -1.38129 -1.89775 -1.07740 0.29
H 0.39993 -2.11575 -1.27097 0.35
H 2.11594 -0.49738 1.35681 0.35
H 1.87439 1.02357 1.88839 0.42
```


Run x
C6H10N | ωB97M-V with the def2-TZVPD basis set

Summary:
SMILES: CC(C)C=C=C=[NH2+]
Charge: +1

Structure (XYZ):
```
17
Properties=species:S:1:pos:R:3:mulliken_charge:R:1
C -2.57627 -0.00959 -0.18685 0.34
C -1.45661 -0.35492 -0.65946 -0.32
C -0.15997 -0.37768 -0.95090 -0.02
C 2.08221 -1.15794 -0.23051 -1.20
C 1.30528 1.01659 0.27876 -1.21
C 0.77197 -0.42728 0.18136 0.39
N -3.56111 0.42748 0.51297 -0.33
H 0.09090 -0.10092 -1.99220 0.36
H 2.38168 -0.53096 -1.07833 0.33
H 1.84142 -2.12816 -0.57025 0.40
H 2.83351 -1.31643 0.64540 0.33
H 0.49352 1.72599 0.68127 0.32
H 1.68990 1.50896 -0.59576 0.40
H 2.08074 1.19512 1.15937 0.32
H 0.27573 -0.72736 1.13493 0.33
H -4.44163 0.79041 0.15527 0.28
H -3.65127 0.46669 1.51493 0.27
```


Run y
C6H10N | ωB97M-V with the def2-TZVPD basis set

Summary:
SMILES: C=C[C@H]1[NH2+]C12CC2
Charge: +1

Structure (XYZ):
```
17
Properties=species:S:1:pos:R:3:mulliken_charge:R:1
C 1.18529 -1.95089 1.57846 -0.69
C 1.39242 -0.71980 1.13913 -0.22
C -0.58461 1.82630 0.07847 -0.61
C -0.89258 1.79825 -1.43078 -0.37
C 0.64595 -0.51223 -0.59521 -0.19
C -0.33595 0.56755 -0.68439 0.20
N -0.76632 -0.86786 -0.48148 -0.26
H 1.57777 -2.29499 2.45996 0.32
H 0.57745 -2.79662 1.13500 0.24
H 1.78884 0.17119 1.52354 0.42
H 0.11889 2.46040 0.48224 0.33
H -1.50946 1.71101 0.59607 0.25
H -2.01781 1.72470 -1.79849 0.25
H -0.13288 2.35901 -1.92990 0.27
H 1.27979 -0.91015 -1.35317 0.41
H -1.22318 -1.38074 -1.21708 0.28
H -1.10362 -1.18513 0.49763 0.37
```


Run z
C6H10N | ωB97M-V with the def2-TZVPD basis set

Summary:
Charge: +1

Structure (XYZ):
```
17
Properties=species:S:1:pos:R:3:mulliken_charge:R:1
C 3.44258 3.21844 -2.07705 0.06
C 1.10699 1.43743 -1.01231 -0.46
C -0.43338 -0.97387 0.49873 -0.44
C 1.38749 2.70557 -0.86279 0.01
C -2.09730 -2.72797 1.26035 -1.13
C -1.82994 -1.40678 0.68817 -0.04
N 2.55300 3.30028 -1.37063 0.09
H 4.44303 3.21553 -2.38309 0.41
H 1.39732 0.50270 -1.35950 0.38
H 0.30974 -1.61776 1.03731 0.24
H -0.10653 -0.21635 -0.10603 0.01
H 0.71142 3.48894 -0.40122 0.35
H -1.90447 -3.59294 0.61233 0.29
H -3.02230 -2.79840 1.74180 0.36
H -1.32956 -2.91728 2.13582 0.27
H -2.06274 -0.68969 1.56146 0.22
H -2.56535 -0.92783 0.03666 0.37
```


So which one wins? Going from most stable to least: run x, run y, run z, run w.